1.
C30H30MoN7O10P as an isolated structure at a distorted geometry. Source: the OMol25 dataset; level of theory: wB97M-V/def2-TZVPD.

Last column: Löwdin spin population.
Element x y z (Å)
Mo1 -0.51489 -0.06670 0.41302  1.3180
C1 0.15951 0.02976 5.88537  -0.0097
C2 1.05804 0.38032 4.88836  0.0014
C3 0.59957 0.69898 3.61875  -0.0082
C4 -0.76078 0.65699 3.34101  0.0051
C5 -1.66556 0.30743 4.33666  -0.0077
C6 -1.20150 0.00058 5.60398  0.0018
N1 -1.17626 0.91354 2.01311  -0.0531
C7 -2.38479 1.58148 1.79183  0.0104
C8 -2.84788 2.67898 2.51987  -0.0089
C9 -4.02337 3.29713 2.14589  0.0138
C10 -4.76819 2.84405 1.04909  -0.0098
C11 -4.33177 1.75714 0.32339  0.0134
C12 -3.14739 1.13651 0.70705  -0.0053
N2 -2.54660 0.05851 0.04328  0.0841
N3 -3.15764 -0.54814 -0.90591  0.2056
C13 -2.32227 -1.51250 -1.45197  0.0185
C14 -2.79463 -2.36250 -2.44903  0.0266
C15 -1.95392 -3.34306 -2.92266  0.0183
C16 -0.66529 -3.46535 -2.39850  0.0327
C17 -0.25828 -2.57980 -1.42778  0.0208
N4 -1.06968 -1.61533 -0.97393  0.0380
H1 0.51494 -0.22663 6.87308  -0.0006
H2 2.12007 0.40239 5.09512  0.0003
H3 1.28051 0.99296 2.82989  -0.0004
H4 -2.72266 0.24774 4.11114  -0.0001
H5 -1.90590 -0.28677 6.37275  0.0003
H6 -2.27696 3.03480 3.36658  -0.0005
H7 -4.36775 4.15534 2.70677  0.0009
H8 -5.67822 3.35211 0.76561  -0.0009
H9 -4.87572 1.38523 -0.53226  0.0015
H10 -3.80588 -2.23327 -2.80352  0.0002
H11 -2.29578 -4.02294 -3.69154  0.0002
H12 0.01160 -4.23433 -2.73833  0.0015
H13 0.73305 -2.60733 -0.99682  0.0004
N5 1.51126 2.85542 1.11477  0.0012
C18 1.32933 3.76557 -0.00734  0.0003
C19 1.34841 3.05705 -1.35726  0.0017
C20 0.19255 2.16833 -1.71494  0.0121
O1 -0.29318 2.10807 -2.81846  0.0173
O2 -0.27193 1.44464 -0.70545  0.0907
H14 1.67753 3.37911 1.96711  0.0000
H15 2.30984 2.24678 0.96522  0.0000
H16 2.10916 4.53706 -0.06175  0.0001
H17 0.37560 4.28759 0.11859  0.0001
H18 2.24283 2.42559 -1.42642  0.0001
H19 1.40540 3.79989 -2.15512  0.0005
O3 -0.06460 -3.03828 3.33173  0.0030
C21 0.28127 -2.30957 2.43031  0.0082
O4 -0.55679 -1.68137 1.64624  0.0631
C22 1.74924 -2.15198 2.10408  0.0101
C23 2.63369 -3.03298 2.70600  -0.0001
C24 3.97101 -3.00651 2.35917  0.0090
C25 4.47029 -2.12578 1.42116  -0.0022
C26 3.59253 -1.22281 0.86395  0.0075
C27 2.22558 -1.19446 1.18684  0.0018
O5 1.43489 -0.34256 0.60268  0.0573
N6 4.16164 -0.29537 -0.14188  0.0009
O6 3.77752 0.85542 -0.15833  0.0015
O7 5.02061 -0.75274 -0.87033  0.0015
N7 4.90624 -3.95831 2.99422  0.0011
O8 4.45328 -4.70993 3.82990  0.0016
O9 6.06444 -3.92353 2.63225  0.0024
H20 2.25565 -3.74613 3.42502  -0.0002
H21 5.51090 -2.14020 1.13220  -0.0003
C28 2.59819 1.17451 -4.23099  0.0001
P1 1.69553 -0.30009 -3.75351  0.0001
C29 0.20362 -0.33322 -4.76737  0.0001
C30 2.71056 -1.66730 -4.33247  0.0001
O10 1.42682 -0.38449 -2.28637  0.0003
H22 2.89256 1.13312 -5.28014  0.0000
H23 3.49002 1.25260 -3.60846  0.0000
H24 1.96574 2.04585 -4.07172  0.0000
H25 0.35760 -0.88763 -5.69199  0.0000
H26 -0.12087 0.68097 -4.99329  0.0001
H27 -0.58584 -0.81289 -4.18659  0.0000
H28 2.91584 -1.59015 -5.39943  0.0000
H29 2.19433 -2.60696 -4.13344  0.0001
H30 3.65292 -1.66155 -3.78490  0.0000

Force components x, y, z for each atom (eV/Å):
Mo -0.1 -0.7 1.3
C -0.1 0.0 -0.1
C 0.0 0.0 0.0
C 0.1 0.0 0.1
C 0.2 0.1 -0.1
C 0.0 0.0 0.1
C 0.0 0.0 0.0
N -0.4 -0.1 -0.5
C 0.3 -0.1 0.0
C 0.0 0.0 0.2
C 0.0 -0.1 0.0
C 0.1 -0.1 0.0
C -0.2 0.1 0.1
C 0.1 -0.4 -0.2
N -0.1 0.5 -0.4
N 0.2 -0.1 0.2
C -0.2 0.0 0.0
C 0.0 0.1 0.0
C 0.1 -0.1 0.0
C -0.1 0.0 0.0
C 0.0 0.0 0.1
N 0.0 0.2 -0.1
H 0.0 0.0 0.0
H 0.0 0.0 0.0
H 0.0 0.0 0.0
H 0.0 0.0 0.0
H 0.0 0.0 0.0
H 0.0 0.0 0.0
H 0.0 0.0 0.0
H 0.0 0.0 0.0
H 0.0 0.0 0.0
H 0.0 0.0 0.0
H 0.0 0.0 0.0
H 0.0 0.0 0.0
H 0.0 0.0 0.0
N 0.0 0.0 0.2
C 0.0 0.1 -0.1
C 0.2 0.1 -0.3
C -0.2 -0.2 0.4
O 0.0 0.1 -0.1
O -0.1 0.3 -0.3
H 0.0 0.0 -0.1
H 0.0 0.0 -0.1
H 0.0 0.0 0.0
H 0.0 0.0 0.0
H 0.0 0.0 0.0
H 0.1 0.0 0.0
O 0.0 0.0 0.0
C 0.0 0.1 -0.1
O -0.1 0.0 0.0
C 0.1 -0.2 0.2
C -0.1 0.1 -0.1
C 0.3 -0.2 0.2
C -0.1 0.0 0.0
C 0.5 0.2 -0.2
C -0.5 0.0 -0.2
O 0.4 0.5 -0.2
N -0.2 -0.3 0.4
O 0.0 0.0 0.0
O 0.0 0.1 -0.1
N -0.3 0.3 -0.2
O 0.1 -0.1 0.1
O 0.1 -0.1 0.1
H 0.0 0.0 0.0
H 0.0 0.0 0.0
C 0.1 0.1 -0.1
P -0.1 0.0 0.3
C -0.1 0.0 0.0
C 0.1 -0.1 0.0
O 0.1 -0.1 -0.1
H 0.0 0.0 0.0
H 0.0 0.0 0.0
H 0.0 0.0 0.0
H 0.0 0.0 -0.1
H 0.0 0.0 0.1
H 0.0 0.0 0.0
H 0.0 0.0 0.0
H 0.0 0.0 0.0
H 0.0 0.0 0.0

Energy above the lowest of the compared OMol25 structures with the same formula, charge and spin, kJ/mol: 30.6
Orbital gap (spin up / spin down), eV: 6.286 / 6.177
LUMO level (spin up / spin down), eV: -1.596 / -2.059
2S+1: 3
Total charge: 0
Energy, hartree: -2706.43463



2.
C30H31Cl2EuN8OS as an isolated structure at a distorted geometry. Source: the OMol25 dataset; level of theory: wB97M-V/def2-TZVPD.

Last column: Löwdin spin population.
Element x y z (Å)
Eu1 0.03107 -0.93594 1.40031  6.0547
C1 -1.43236 1.66258 3.32157  -0.0002
N1 -0.13558 0.95815 3.32049  -0.0056
C2 1.07135 1.80530 3.39338  0.0000
C3 2.06812 1.37596 2.35923  -0.0003
N2 2.08566 0.16945 1.84690  -0.0112
C4 3.05533 0.19781 0.83402  -0.0002
C5 3.44627 -0.79742 -0.05653  0.0002
C6 4.40766 -0.46767 -0.99159  0.0001
C7 4.97994 0.81614 -1.02902  -0.0001
C8 4.60372 1.80470 -0.13860  0.0000
C9 3.62332 1.45852 0.78271  -0.0002
N3 2.97105 2.18426 1.78438  -0.0002
C10 -2.29051 1.16677 2.19592  -0.0002
N4 -2.14589 -0.02228 1.66597  -0.0101
C11 -3.02893 -0.06903 0.57661  -0.0002
C12 -3.24670 -1.07740 -0.35631  0.0001
C13 -4.16011 -0.82418 -1.36048  0.0001
C14 -4.85462 0.39680 -1.42649  -0.0002
C15 -4.65045 1.39815 -0.49587  0.0000
C16 -3.71485 1.13065 0.49513  -0.0003
N5 -3.22014 1.89650 1.55764  -0.0002
H1 -1.27039 2.73115 3.19493  0.0000
H2 -1.94821 1.53130 4.27218  -0.0001
H3 -0.11920 0.29368 4.08645  0.0002
H4 1.51769 1.76967 4.38679  -0.0001
H5 0.80131 2.84189 3.20205  0.0000
H6 3.05199 -1.80437 0.00147  0.0001
H7 4.75118 -1.21811 -1.69145  0.0000
H8 5.74693 1.02944 -1.76149  0.0000
H9 5.06176 2.78589 -0.15792  0.0000
H10 3.16147 3.13584 2.05359  0.0000
H11 -2.75687 -2.04043 -0.28268  0.0001
H12 -4.37015 -1.58891 -2.09673  0.0000
H13 -5.58032 0.54812 -2.21450  0.0000
H14 -5.20183 2.32972 -0.53866  0.0000
H15 -3.54251 2.80889 1.83709  0.0000
Cl1 0.05942 -4.39691 5.03363  -0.0003
C17 0.13800 -4.73233 3.35053  -0.0011
C18 0.21654 -6.08297 2.93879  0.0001
C19 0.27914 -6.38898 1.62066  -0.0006
Cl2 0.37505 -8.03992 1.13500  -0.0002
C20 0.26631 -5.35452 0.64281  -0.0001
C21 0.32867 -5.58616 -0.74495  0.0001
C22 0.31230 -4.53676 -1.62532  -0.0001
C23 0.23212 -3.24189 -1.11682  0.0000
N6 0.17122 -2.97511 0.17568  -0.0100
C24 0.18693 -4.02098 1.07929  0.0008
C25 0.12010 -3.70262 2.45923  0.0013
O1 0.04365 -2.40111 2.83938  -0.0130
H16 0.22584 -6.86496 3.68671  0.0000
H17 0.38994 -6.60663 -1.10319  0.0000
H18 0.35970 -4.69478 -2.69394  0.0000
H19 0.21786 -2.39342 -1.78942  0.0002
C26 0.71225 0.25017 -2.92241  0.0001
N7 0.09175 1.57120 -2.89790  0.0002
C27 -0.63585 1.90997 -4.13182  0.0000
C28 -0.09057 2.23684 -1.74678  0.0001
S1 0.02011 1.44035 -0.23606  -0.0040
N8 -0.36784 3.54856 -1.82059  0.0000
C29 -0.90189 4.26951 -0.67317  0.0000
C30 0.24783 4.41308 -2.84282  0.0000
H20 1.11353 0.08333 -3.91978  0.0000
H21 -0.02967 -0.52295 -2.70655  0.0000
H22 1.52236 0.19494 -2.20175  0.0000
H23 -1.18661 1.02430 -4.44931  0.0000
H24 0.04524 2.20338 -4.92976  0.0000
H25 -1.34868 2.70623 -3.95023  0.0000
H26 -1.60131 3.64449 -0.12549  0.0000
H27 -1.42098 5.15335 -1.03662  0.0000
H28 -0.10426 4.58774 0.00259  0.0000
H29 0.91675 3.84276 -3.47682  0.0000
H30 0.83429 5.17890 -2.33411  0.0000
H31 -0.50544 4.90231 -3.45920  0.0000

Force components x, y, z for each atom (eV/Å):
Eu -0.1 1.5 -0.4
C 0.1 0.0 0.0
N 0.0 -0.3 0.0
C -0.1 0.0 0.0
C -0.1 0.1 0.0
N 0.3 -0.1 -0.3
C -0.1 -0.3 0.2
C 0.1 -0.1 0.0
C 0.1 0.1 0.0
C 0.0 0.0 0.0
C 0.0 0.0 0.0
C 0.0 0.5 0.2
N 0.3 0.1 -0.1
C 0.1 0.1 0.0
N -0.3 -0.1 -0.3
C 0.2 -0.2 0.2
C -0.1 -0.1 0.0
C -0.1 0.1 0.0
C 0.0 -0.1 0.0
C 0.0 0.0 0.0
C 0.0 0.4 0.3
N -0.2 0.0 -0.1
H 0.0 0.1 0.0
H -0.1 0.0 0.1
H 0.0 0.0 0.1
H 0.1 0.0 0.1
H 0.0 0.1 0.0
H 0.0 0.0 0.0
H 0.0 0.0 0.0
H 0.0 0.0 0.0
H 0.0 0.0 0.0
H 0.0 0.0 0.0
H 0.0 0.0 0.0
H 0.0 0.0 0.0
H 0.0 0.0 0.0
H 0.0 -0.1 0.0
H 0.0 0.0 0.0
Cl 0.0 0.0 0.0
C 0.0 -0.5 0.5
C 0.0 0.2 0.2
C 0.0 -0.1 -0.2
Cl 0.0 0.0 -0.1
C 0.0 -0.3 -0.2
C 0.0 -0.2 0.1
C 0.0 0.0 -0.1
C 0.0 -0.1 0.0
N 0.0 -0.6 0.1
C 0.0 0.1 -0.3
C -0.1 1.0 0.3
O 0.1 -1.5 0.1
H 0.0 0.1 0.0
H 0.0 0.0 0.0
H 0.0 0.0 0.0
H 0.0 0.0 0.0
C -0.1 0.2 0.0
N 0.1 -0.2 -0.2
C 0.1 0.0 0.2
C -0.1 -0.2 -0.2
S 0.0 0.5 -0.2
N 0.1 0.2 0.0
C 0.1 0.0 0.0
C -0.1 -0.1 0.1
H 0.0 0.0 0.0
H 0.0 0.0 0.0
H 0.0 0.0 0.1
H 0.0 0.0 0.0
H 0.0 0.0 0.0
H 0.0 0.0 0.0
H 0.0 0.0 0.0
H 0.0 0.0 0.0
H 0.0 0.0 0.0
H 0.0 -0.1 0.0
H 0.0 0.0 0.0
H 0.0 0.0 0.0

Energy above the lowest of the compared OMol25 structures with the same formula, charge and spin, kJ/mol: 0.0
Orbital gap (spin up / spin down), eV: 6.104 / 7.570
LUMO level (spin up / spin down), eV: -6.678 / -5.222
2S+1: 7
Total charge: +2
Energy, hartree: -3703.66162



3.
C30H31Cl4MgN3O5P as an isolated structure at a distorted geometry. Source: the OMol25 dataset; level of theory: wB97M-V/def2-TZVPD.

Last column: Mulliken charge in e.
Element x y z (Å)
Mg1 1.70445 -2.40877 0.29986  2.5647
N1 -0.40758 -2.98366 0.68711  -0.4700
C1 -0.76440 -2.67294 2.09927  -0.5302
C2 0.41290 -3.17967 2.97869  -0.9622
N2 1.64180 -2.47436 2.51490  -0.0809
C3 1.89388 -1.17970 3.11481  -1.1891
C4 1.39838 0.04659 2.32914  -0.4955
N3 1.72980 -0.16265 0.88971  -0.4736
H1 -1.01333 -2.49123 0.04638  0.1201
H2 -0.32294 -3.97514 0.59044  0.2272
H3 -1.68434 -3.16854 2.41638  0.5350
H4 -0.86933 -1.60533 2.24666  0.1029
H5 0.52920 -4.24920 2.82745  0.3489
H6 0.16681 -3.00267 4.03795  0.4519
H7 2.48219 -3.01401 2.55531  0.2780
H8 2.92259 -1.04957 3.29500  0.4188
H9 1.38700 -1.10875 4.09428  0.3336
H10 1.79890 1.01588 2.77147  0.5427
H11 0.32973 0.16758 2.36960  0.1210
H12 2.77611 -0.24866 0.87188  0.2098
H13 1.45271 0.68136 0.37773  0.0214
Cl1 5.56807 -7.66462 2.31403  -0.2360
C5 4.99611 -6.06196 1.81603  0.2105
C6 5.89662 -4.98000 1.78260  0.4010
Cl2 7.51393 -5.14843 2.33103  -0.2407
C7 5.46806 -3.72204 1.38777  -0.1015
Cl3 6.51500 -2.29985 1.48556  -0.2427
C8 4.17389 -3.48949 0.96620  0.1339
O1 3.70826 -2.32541 0.61220  -0.7708
C9 3.22917 -4.61922 1.00113  0.2109
O2 2.00962 -4.30676 0.63474  -0.8941
C10 3.63741 -5.82336 1.48112  -0.1287
Cl4 2.41580 -7.08616 1.50605  -0.2357
O3 -0.31686 2.13665 0.56636  -0.7445
P1 -1.40942 2.61760 -0.38306  1.3918
C11 -2.90782 1.71072 -0.41033  0.1050
C12 -2.85169 0.31650 -0.60589  0.0261
C13 -3.98042 -0.39861 -0.92399  -0.7318
C14 -5.21094 0.22271 -0.95571  -0.4944
C15 -5.32766 1.59750 -0.74862  -0.7131
C16 -4.19273 2.33575 -0.39229  -0.2061
C17 -1.87684 4.30007 0.13791  0.1096
C18 -1.71202 4.54510 1.50279  -0.6266
C19 -2.09618 5.78782 2.03678  -0.5035
C20 -2.44345 6.83388 1.21393  -0.4833
C21 -2.38138 6.61285 -0.13632  -0.6882
C22 -2.20323 5.32171 -0.69832  0.0277
C23 -0.84074 2.58264 -2.10243  0.7372
C24 -1.74859 2.79726 -3.15864  -0.5805
C25 -1.29780 2.59378 -4.48341  -0.8150
C26 0.03507 2.32492 -4.67893  -0.6555
C27 0.89284 2.12008 -3.63163  -0.5487
C28 0.45136 2.15954 -2.30095  0.0952
H14 -1.91078 -0.19944 -0.64304  0.2615
H15 -3.87142 -1.44755 -1.20780  0.4568
H16 -6.07729 -0.38450 -1.15230  0.3853
H17 -6.33957 2.09299 -0.72778  0.3083
H18 -4.30032 3.41713 -0.20409  0.3212
H19 -1.38978 3.76796 2.18081  0.3964
H20 -2.02003 6.04098 3.10679  0.3342
H21 -2.68943 7.81646 1.59466  0.3789
H22 -2.69868 7.42755 -0.73389  0.3695
H23 -2.31871 5.19636 -1.76641  0.3621
H24 -2.76784 3.04376 -2.99550  0.5113
H25 -2.01774 2.74969 -5.25000  0.4591
H26 0.29821 2.32208 -5.70885  0.3890
H27 1.93178 1.86087 -3.77276  0.4237
H28 1.17962 1.89276 -1.48646  -0.0026
C29 0.57311 -1.20158 -3.76427  -1.2646
C30 0.42076 -1.46816 -2.23534  0.6367
O4 -0.71868 -1.55783 -1.69187  -0.7523
O5 1.53887 -1.73227 -1.69214  -0.8084
H29 1.56038 -0.77100 -3.97445  0.2934
H30 -0.21967 -0.61816 -4.15007  0.2905
H31 0.55927 -2.17581 -4.30498  0.3677

Force components x, y, z for each atom (eV/Å):
Mg -0.1 0.7 -0.7
N -0.2 1.4 1.7
C 1.1 -1.1 -0.2
C 0.0 0.9 -0.7
N -1.2 0.4 0.8
C -1.8 0.9 0.8
C 0.4 0.3 -0.7
N 1.4 0.5 1.0
H 0.0 -0.4 -0.6
H -0.2 -0.6 -0.5
H -0.2 0.0 0.0
H -0.1 0.2 -0.2
H 0.2 -0.1 -0.1
H 0.3 0.1 -0.1
H 0.1 -0.6 0.3
H 1.5 -0.1 0.1
H 0.3 -0.1 0.0
H -0.1 -1.2 -0.5
H -0.5 -0.1 0.1
H -1.0 0.2 -0.4
H 0.0 -0.5 0.1
Cl -0.5 0.8 -0.3
C 0.6 0.4 0.2
C -0.7 -1.4 0.3
Cl 0.5 -0.3 0.1
C 0.1 1.1 -0.1
Cl -0.2 -0.6 -0.1
C -0.7 0.0 -0.1
O 0.2 -0.3 0.0
C -0.6 2.3 -0.6
O 0.4 -1.3 -0.2
C 0.6 -1.5 0.1
Cl 0.5 0.1 0.2
O -1.4 0.3 -1.2
P 2.3 0.1 1.7
C -2.4 -0.8 0.3
C 0.4 1.0 -0.4
C 0.0 -0.5 0.0
C -0.3 0.4 -0.2
C -0.6 0.4 1.0
C 0.6 0.0 -0.8
C 0.9 -1.0 0.4
C -1.0 0.9 0.9
C 0.8 -0.4 1.0
C 0.5 -0.2 -0.3
C -1.1 -0.9 -0.8
C -0.2 2.2 0.1
C -1.5 0.1 0.8
C 1.8 -0.8 -1.0
C -0.8 0.8 2.7
C -0.5 0.2 -0.7
C 0.7 -0.5 1.0
C 1.3 0.1 -0.7
H 0.5 0.0 0.0
H -0.1 0.2 0.3
H -0.3 0.0 -0.2
H 1.2 -0.6 -0.1
H 0.2 -0.6 -0.1
H 0.1 -0.1 -0.2
H 0.0 -0.7 -0.4
H 0.0 -0.1 0.1
H 0.0 0.6 -1.0
H 0.1 -0.1 0.0
H -0.7 0.2 0.4
H -0.1 0.0 -0.8
H 0.9 -0.3 -0.6
H 0.1 0.0 -0.4
H -1.2 0.5 -0.8
C 0.6 -1.1 0.6
C 0.0 -1.0 -0.4
O 1.0 0.6 -1.0
O -0.6 0.1 0.6
H -0.4 0.1 0.1
H -0.8 0.8 -0.4
H -0.1 0.4 0.5

Energy above the lowest of the compared OMol25 structures with the same formula, charge and spin, kJ/mol: 115.2
Orbital gap, eV: 5.848
LUMO level, eV: 2.075
Total charge: -1
Energy, hartree: -4084.77508